A molecular structure, C54H40FN6O8Ti at a distorted geometry. Source: the Open Molecules 2025 dataset; level of theory: ωB97M-V/def2-TZVPD.

```
110
Properties=species:S:1:pos:R:3:forces:R:3:mulliken_spin:R:1
Ti -0.715 0.078 -0.056 0.0 -0.5 0.6 -0.053
C 5.663 -6.170 -3.608 0.2 0.0 -0.2 0.000
O 4.849 -6.049 -2.466 -0.3 0.2 0.2 0.001
C 4.058 -4.944 -2.351 -0.2 0.1 0.1 0.007
C 4.137 -3.812 -3.157 0.3 -0.3 -0.1 -0.005
C 3.289 -2.739 -2.938 -0.3 0.0 0.1 0.023
C 2.320 -2.779 -1.943 0.1 0.0 0.0 0.017
C 2.234 -3.927 -1.152 0.2 0.0 -0.1 0.023
C 3.099 -4.983 -1.337 0.1 -0.2 -0.1 0.000
C 1.355 -1.691 -1.703 -0.4 0.2 0.1 0.096
C -0.014 -1.966 -1.936 0.6 0.0 -0.4 -0.045
C -0.516 -3.004 -2.770 -0.2 0.0 0.1 0.100
C -1.856 -2.775 -2.929 0.3 0.2 0.1 -0.064
C -2.183 -1.650 -2.121 -0.8 -0.1 -0.2 0.155
N -1.037 -1.145 -1.555 0.0 -0.6 -0.4 0.015
C -3.485 -1.361 -1.676 0.6 0.0 0.4 -0.051
C -3.666 -0.668 -0.481 -0.5 -0.2 -0.6 0.167
C -4.785 -0.709 0.403 0.3 0.1 0.0 -0.092
C -4.397 -0.128 1.576 0.0 -0.3 -0.1 0.138
C -3.080 0.392 1.371 -0.3 0.5 0.2 -0.128
C -2.450 1.403 2.135 0.2 -0.1 -0.7 0.202
C -2.442 1.389 3.585 0.0 -0.3 0.4 0.030
C -2.437 0.143 4.232 -0.1 0.3 -0.2 0.067
C -2.211 0.026 5.590 0.0 0.0 0.5 -0.036
C -1.982 1.163 6.361 0.0 0.1 -0.2 0.062
O -1.701 1.184 7.692 0.0 0.2 -0.2 0.011
C -1.683 -0.026 8.407 0.0 -0.2 0.1 0.000
C -2.020 2.412 5.739 0.0 -0.2 0.2 -0.030
C -2.239 2.521 4.389 -0.1 -0.1 -0.1 0.080
C -1.703 2.370 1.373 -0.1 0.2 0.0 -0.035
N -0.963 1.993 0.294 -0.1 0.8 0.3 0.028
C -0.258 3.104 -0.123 0.2 0.7 -0.2 0.115
C 0.984 3.017 -0.770 0.0 -0.7 0.2 -0.004
C 1.824 4.226 -0.901 0.1 0.1 0.1 -0.006
C 1.600 5.162 -1.906 0.1 -0.1 0.1 -0.009
C 2.451 6.235 -2.063 0.2 0.2 0.1 0.001
C 3.536 6.406 -1.202 -0.1 -0.1 0.0 0.000
O 4.344 7.471 -1.455 -0.3 -0.1 -0.1 0.000
C 5.516 7.603 -0.685 0.2 0.0 0.1 0.000
C 3.732 5.503 -0.162 0.2 0.3 -0.1 0.000
C 2.883 4.421 -0.025 -0.2 0.0 -0.1 0.001
C 1.552 1.787 -1.083 0.0 1.0 -0.1 0.082
C 2.926 1.531 -1.378 -0.2 -0.3 0.0 -0.044
C 3.067 0.185 -1.514 0.0 0.1 0.1 0.061
C 1.760 -0.392 -1.384 0.0 -0.3 -0.4 -0.042
N 0.861 0.599 -1.083 0.6 0.2 -0.5 0.063
C -0.709 4.233 0.604 0.1 -0.4 -0.1 -0.014
C -1.590 3.770 1.551 0.0 -0.1 0.0 0.107
N -2.650 0.031 0.128 -0.9 -0.1 0.1 0.049
C -4.596 -1.962 -2.444 -0.1 0.1 -0.1 -0.025
C -5.340 -3.051 -1.998 0.0 0.1 0.0 -0.007
C -6.316 -3.612 -2.797 -0.1 -0.1 -0.2 0.002
C -6.576 -3.105 -4.071 0.1 0.0 0.1 -0.001
O -7.536 -3.748 -4.794 0.1 0.0 0.3 0.000
C -7.783 -3.323 -6.115 0.0 0.1 -0.2 0.000
C -5.846 -2.009 -4.517 -0.2 -0.2 -0.2 0.002
C -4.863 -1.457 -3.713 0.0 0.0 0.2 -0.017
H 6.148 -7.142 -3.522 0.0 0.1 0.0 0.000
H 6.433 -5.392 -3.655 -0.1 0.0 0.0 0.000
H 5.064 -6.146 -4.525 0.1 0.0 0.1 0.000
H 4.848 -3.762 -3.967 0.1 0.0 0.0 0.000
H 3.355 -1.874 -3.579 0.0 0.1 -0.1 0.001
H 1.467 -3.985 -0.389 0.0 0.0 0.0 -0.004
H 3.034 -5.867 -0.720 0.0 -0.1 0.0 0.000
H 0.071 -3.800 -3.188 0.1 -0.1 -0.1 0.007
H -2.558 -3.354 -3.499 -0.1 -0.1 -0.1 -0.009
H -5.733 -1.155 0.177 -0.2 -0.1 -0.1 -0.008
H -4.982 0.000 2.466 -0.1 0.1 0.2 0.005
H -2.569 -0.753 3.638 0.0 0.0 0.0 0.002
H -2.186 -0.959 6.033 0.0 0.0 0.1 -0.002
H -1.388 0.238 9.422 0.0 -0.1 -0.1 0.000
H -0.954 -0.731 7.993 0.0 0.0 0.0 0.001
H -2.674 -0.494 8.428 0.1 0.0 0.0 0.000
H -1.848 3.290 6.343 0.0 0.1 0.1 -0.001
H -2.250 3.503 3.954 0.0 0.1 0.0 0.009
H 0.764 5.030 -2.576 -0.1 0.0 -0.1 -0.002
H 2.305 6.950 -2.856 0.0 0.1 -0.1 0.000
H 6.074 8.426 -1.130 0.0 -0.1 0.1 0.000
H 6.125 6.693 -0.722 -0.1 0.1 0.0 0.000
H 5.286 7.842 0.361 0.0 0.0 -0.1 0.000
H 4.539 5.619 0.541 0.1 0.0 0.0 0.000
H 3.049 3.724 0.782 0.0 -0.1 0.1 0.000
H 3.693 2.280 -1.434 0.1 0.1 -0.1 0.000
H 3.972 -0.354 -1.710 0.1 -0.1 0.0 0.002
H -0.359 5.239 0.479 0.1 0.2 -0.1 -0.003
H -2.138 4.370 2.250 0.0 0.1 0.1 0.003
H -5.135 -3.474 -1.026 0.0 0.0 0.1 0.000
H -6.881 -4.466 -2.459 -0.1 -0.1 0.0 0.000
H -8.524 -4.014 -6.515 0.1 0.1 0.0 0.000
H -6.877 -3.374 -6.731 -0.1 0.0 0.1 0.000
H -8.190 -2.305 -6.141 0.1 -0.1 0.0 0.000
H -6.031 -1.584 -5.490 0.0 0.0 -0.1 0.000
H -4.295 -0.612 -4.076 0.0 0.0 0.0 -0.001
F 5.270 -0.095 0.693 -0.1 0.2 0.2 0.000
C 4.336 0.046 1.647 -0.2 -0.6 -0.2 -0.003
C 3.430 -0.928 1.849 0.8 0.5 -0.3 0.007
N 2.501 -0.854 2.846 -0.1 0.0 0.5 -0.001
C 1.324 -1.695 2.783 -0.4 0.3 -0.2 0.004
C 0.368 -1.054 1.763 0.9 -1.1 1.4 -0.009
O -0.501 -1.711 1.157 -0.4 0.0 -0.4 0.004
O 0.521 0.171 1.543 0.1 0.5 0.1 0.003
C 2.396 0.278 3.650 0.2 -0.3 0.0 0.001
O 1.564 0.380 4.516 -0.3 0.1 0.2 0.000
N 3.346 1.242 3.410 0.1 0.4 0.1 0.000
C 4.309 1.292 2.405 -0.3 -0.4 0.0 0.000
O 4.987 2.272 2.228 0.3 0.2 -0.1 0.000
H 3.413 -1.819 1.234 0.0 0.0 -0.1 -0.003
H 0.832 -1.668 3.761 0.1 -0.1 -0.2 0.001
H 1.580 -2.723 2.521 -0.1 0.2 0.0 -0.001
H 3.257 2.084 3.971 0.0 -0.2 -0.1 0.000
```
Positions in Å, forces in eV/Å.

Properties
Spin multiplicity   2
Energy   -3961.6948 Ha
F_max   1.99 eV/Å
Lowest unoccupied orbital energy (alpha / beta)   -0.748 / -1.111 eV
Frontier orbital gap (alpha / beta)   4.62 / 5.59 eV
Energy above the lowest of the compared OMol25 structures with the same formula, charge and spin   6.3 kcal per mole